{"formula": "CN4O2", "method": "ωB97M-V with the def2-TZVPD basis set", "homo_lumo_gap_ev": 9.867, "e_above_lowest_kj_mol": 634.09, "total_charge": 0, "e_homo_ev": -10.2556, "max_force_ev_per_a": 3.1, "energy_ev": -11083.978, "symbols": ["C", "N", "N", "N", "N", "O", "O"], "coordinates": [[-0.6941, 0.5594, -0.6347], [1.1076, -0.6338, 0.1117], [-1.3051, 1.0593, 0.4809], [2.1369, -0.2259, 0.1218], [-1.8479, 0.0202, -0.0815], [3.2299, 0.0895, -0.0413], [-2.6271, -0.8686, 0.0432]], "nbo_charge": [0.200, -0.106, -0.207, 0.452, 0.270, -0.320, -0.289]}